Record 1
{"formula": "C3H12N4O", "method": "ωB97M-V/def2-TZVPD", "homo_energy_ev": [-6.68, -6.83], "e_lumo_ev": [0.595, 0.601], "charge": 0, "homo_lumo_gap_ev": [7.28, 7.43], "multiplicity": 1, "species": ["C", "C", "N", "O", "H", "H", "H", "H", "H", "H", "H", "C", "N", "N", "N", "H", "H", "H", "H", "H"], "xyz": [[-0.144, -0.686, 1.847], [1.189, 0.984, 0.312], [-1.297, -0.614, 1.255], [0.227, -0.093, 3.001], [-0.407, 0.593, 3.253], [0.580, -1.420, 1.529], [-0.896, -0.111, -0.136], [-1.933, 0.044, 1.705], [0.660, 1.812, 0.782], [1.953, 0.534, 0.942], [1.703, 1.320, -0.586], [0.570, -1.577, -1.581], [-1.049, 1.565, -1.377], [-0.428, 0.368, -1.034], [-0.012, -0.336, -2.026], [-2.036, 1.521, -1.150], [-0.886, 1.771, -2.358], [0.905, -2.129, -2.455], [1.433, -1.357, -0.927], [-0.132, -2.188, -0.997]], "forces_ev_per_a": [[-1.23, 0.06, 0.30], [0.32, 0.38, -0.81], [0.83, -0.16, 0.79], [-0.06, -0.18, -0.52], [-0.01, -0.06, -0.06], [0.13, 0.07, -0.09], [0.52, 0.55, -1.17], [0.07, 0.03, 0.06], [0.02, -0.07, 0.10], [-0.23, -0.21, 0.34], [-0.14, 0.16, -0.10], [-0.15, 0.34, 0.16], [0.30, 0.48, 0.36], [-0.58, -1.19, 0.87], [0.05, 0.19, -0.21], [0.12, -0.09, -0.15], [-0.01, -0.30, 0.10], [-0.02, -0.04, 0.05], [0.03, 0.06, 0.04], [0.06, -0.04, -0.05]]}



Record 2
{"formula": "C10H40N2O10", "method": "ωB97M-V/def2-TZVPD", "homo_energy_ev": -9.75, "smiles": "NC(N)=O.CC(C)O.CC(C)O.CC(C)O.O.O.O.O.O.O", "e_lumo_ev": 0.344, "charge": 0, "homo_lumo_gap_ev": 10.10, "multiplicity": 1, "species": ["C", "O", "N", "N", "H", "H", "H", "H", "C", "C", "C", "O", "H", "H", "H", "H", "H", "H", "H", "H", "C", "C", "C", "O", "H", "H", "H", "H", "H", "H", "H", "H", "C", "C", "C", "O", "H", "H", "H", "H", "H", "H", "H", "H", "O", "H", "H", "O", "H", "H", "O", "H", "H", "O", "H", "H", "O", "H", "H", "O", "H", "H"], "xyz": [[2.686, -0.973, -3.602], [3.210, -0.928, -4.699], [1.727, -0.071, -3.152], [2.982, -2.002, -2.705], [0.939, -0.322, -2.538], [1.257, 0.464, -3.887], [2.453, -2.168, -1.906], [3.677, -2.628, -2.965], [-3.242, 1.169, 3.647], [-2.373, 0.894, 2.379], [-1.335, -0.184, 2.643], [-3.012, 0.557, 1.161], [-3.556, 0.148, 4.091], [-4.050, 1.881, 3.424], [-2.587, 1.623, 4.413], [-1.816, 1.793, 2.226], [-1.931, -1.086, 2.972], [-0.612, 0.168, 3.435], [-0.865, -0.343, 1.734], [-3.331, 1.376, 0.737], [4.540, -2.498, 3.328], [3.395, -1.764, 2.693], [3.728, -0.266, 2.596], [2.963, -2.338, 1.504], [4.921, -1.838, 4.110], [5.344, -2.491, 2.621], [4.229, -3.541, 3.606], [2.511, -1.832, 3.264], [4.811, -0.012, 2.413], [3.483, 0.271, 3.530], [3.034, 0.093, 1.842], [3.638, -2.747, 0.980], [-3.599, -0.195, -2.906], [-2.117, -0.227, -3.219], [-1.833, 0.198, -4.715], [-1.362, 0.535, -2.312], [-4.145, -0.633, -3.681], [-3.878, 0.877, -2.770], [-3.806, -0.759, -1.995], [-1.699, -1.235, -3.091], [-2.002, 1.274, -4.890], [-2.286, -0.392, -5.468], [-0.709, 0.079, -4.827], [-1.365, 0.217, -1.368], [-0.738, 3.335, -0.834], [-0.076, 3.287, -0.127], [-0.295, 2.879, -1.584], [-1.904, -1.829, -0.002], [-2.563, -2.335, -0.474], [-2.396, -0.997, 0.291], [-3.361, 3.195, 0.170], [-2.417, 3.346, -0.095], [-3.437, 3.751, 0.934], [1.389, 1.398, -0.467], [0.981, 0.536, -0.463], [2.085, 1.287, -1.135], [0.799, -1.541, -0.480], [-0.140, -1.692, -0.446], [1.163, -1.697, 0.394], [0.794, 2.667, 1.914], [0.722, 1.969, 2.549], [1.374, 2.294, 1.198]], "forces_ev_per_a": [[-0.44, -1.66, 0.38], [0.00, 0.55, 0.36], [-1.32, 0.79, -0.24], [-0.40, 2.31, -1.33], [1.09, -0.57, 0.00], [0.95, -0.21, -0.02], [-1.05, -0.10, 1.45], [1.12, -1.06, -0.60], [0.34, -1.69, -0.19], [0.47, 0.37, 1.14], [-1.66, 0.15, 2.66], [-0.64, -0.34, 0.07], [-0.15, 1.77, -0.73], [-0.03, -0.55, 0.22], [-0.23, -0.10, -0.39], [0.37, 0.94, -0.41], [1.15, 0.59, -0.26], [-0.76, -0.64, -0.72], [1.32, -0.65, -1.55], [0.07, 0.12, 0.00], [-0.67, -0.44, 0.33], [1.14, 0.91, 0.59], [0.26, 0.24, 0.11], [-1.16, -0.09, -1.19], [-0.17, -0.70, 0.58], [0.62, -0.44, -0.65], [0.68, 1.03, 0.10], [-0.95, -0.06, 1.24], [-1.13, -0.43, -0.36], [-0.01, -0.43, -0.22], [0.36, 0.62, -0.35], [0.85, -0.13, -0.23], [0.96, 1.33, 1.41], [-0.09, -1.20, -1.04], [2.75, 1.12, 2.26], [0.91, 1.20, 1.09], [-0.99, -0.59, -1.30], [-0.07, -0.83, -0.07], [-0.10, 0.22, 0.13], [-0.52, -0.31, -0.45], [-0.32, -0.41, 0.16], [-0.75, -0.69, -0.41], [-1.21, 0.05, -0.15], [-0.52, 0.10, -1.63], [0.65, -0.13, -0.40], [-0.24, -0.07, -0.06], [-0.65, 0.23, 0.73], [-0.64, 1.46, 0.32], [-0.18, -0.30, -0.21], [0.58, -0.98, -0.09], [0.92, -0.32, -0.45], [-0.56, -0.37, -0.35], [-0.38, 0.51, 0.70], [0.82, 0.58, -0.32], [-0.33, -0.84, 0.16], [-0.18, 0.10, 0.10], [1.02, 0.66, -0.58], [-1.07, -0.39, 0.33], [0.20, -0.27, 0.31], [0.76, 0.39, -1.29], [-0.08, -0.62, 0.59], [-0.74, 0.24, 0.72]]}



Record 3
{"formula": "C6H8HgO6", "method": "ωB97M-V/def2-TZVPD", "homo_energy_ev": [-3.73, -4.76], "e_lumo_ev": [3.696, 2.515], "charge": -1, "homo_lumo_gap_ev": [7.43, 7.28], "multiplicity": 2, "s2": 0.753, "species": ["O", "C", "C", "O", "O", "C", "H", "H", "H", "H", "H", "O", "O", "C", "C", "O", "C", "H", "H", "H", "Hg"], "xyz": [[1.578, 0.931, -0.728], [0.991, 1.386, 0.662], [2.379, -0.209, -0.508], [1.370, 2.527, 1.044], [1.402, 0.310, 1.500], [1.776, -0.820, 0.747], [3.429, 0.086, -0.343], [2.324, -0.879, -1.378], [2.488, -1.419, 1.329], [0.893, -1.435, 0.508], [-2.910, -1.487, -1.057], [-0.963, 2.066, -0.568], [-1.014, -0.668, -1.371], [-1.989, -1.144, -0.536], [-2.431, -0.048, 0.437], [-1.234, 0.475, 1.035], [-0.506, 1.267, 0.255], [-1.605, -1.991, 0.077], [-3.036, -0.451, 1.259], [-2.965, 0.754, -0.090], [0.025, 0.750, -2.275]], "forces_ev_per_a": [[1.77, -0.20, 0.49], [0.29, 1.40, 0.75], [0.21, -0.16, -0.13], [-0.64, -1.09, -0.47], [0.21, -0.46, 0.18], [-0.28, -0.05, 0.08], [-0.22, -0.04, -0.02], [0.05, 0.08, 0.18], [-0.10, 0.13, -0.09], [0.17, 0.08, -0.09], [0.23, -0.05, 0.02], [-0.40, -0.74, 1.03], [-1.55, -3.12, 1.27], [-0.12, 0.38, 0.15], [-0.16, 0.07, -0.03], [-0.16, -0.33, -0.17], [-0.19, 2.18, 1.04], [-0.14, 0.13, -0.22], [0.09, 0.16, -0.14], [0.11, -0.16, 0.16], [0.82, 1.78, -3.99]]}



Record 4
{"formula": "C4H14NO", "method": "ωB97M-V/def2-TZVPD", "homo_energy_ev": -15.82, "e_lumo_ev": -3.089, "charge": 1, "homo_lumo_gap_ev": 12.73, "multiplicity": 1, "species": ["C", "C", "N", "C", "C", "H", "H", "H", "H", "H", "H", "H", "H", "H", "H", "H", "H", "H", "H", "O"], "xyz": [[0.573, 1.106, 2.006], [0.146, -0.427, 1.761], [-0.344, -0.684, 0.352], [0.951, -1.035, -0.454], [1.236, -0.244, -1.715], [0.649, 1.028, 3.109], [-0.025, 1.939, 1.604], [1.584, 1.174, 1.595], [0.865, -1.183, 1.924], [-0.794, -0.641, 2.356], [-0.921, 0.184, -0.024], [-0.922, -1.560, 0.354], [0.780, -2.056, -0.699], [1.744, -0.895, 0.291], [1.812, 0.613, -1.387], [2.036, -0.762, -2.388], [0.304, 0.017, -2.234], [-2.921, 1.188, -1.115], [-2.295, 1.051, -2.581], [-2.115, 1.036, -1.606]], "forces_ev_per_a": [[0.93, -2.92, 0.28], [-4.05, 2.37, 0.08], [0.19, 1.01, -0.98], [-0.52, 0.37, -0.15], [1.41, -0.26, -0.37], [0.02, 1.06, -0.56], [-0.24, -0.79, 0.35], [-0.04, 0.41, 0.20], [0.92, -0.34, 0.73], [1.30, 0.24, -0.13], [1.30, -2.27, 0.38], [0.29, 1.38, -0.17], [0.30, -0.95, 0.02], [-0.09, -0.37, -0.61], [-0.44, 0.74, -0.28], [-1.90, 0.42, 1.08], [0.60, -0.04, -0.13], [-0.57, 0.20, -0.36], [-0.09, 0.07, 1.49], [0.68, -0.32, -0.88]]}



Record 5
{"formula": "C6H22NO5", "method": "ωB97M-V/def2-TZVPD", "homo_energy_ev": -4.55, "e_lumo_ev": 3.385, "charge": -1, "homo_lumo_gap_ev": 7.93, "multiplicity": 1, "species": ["C", "N", "C", "C", "C", "C", "C", "O", "H", "H", "H", "H", "H", "H", "H", "H", "H", "H", "H", "H", "H", "H", "H", "H", "O", "H", "H", "O", "H", "H", "O", "H", "H", "O"], "xyz": [[-1.625, -0.677, -2.871], [-1.397, 0.339, -1.773], [-0.492, -0.258, -0.787], [-0.342, 0.589, 0.437], [-1.103, 0.118, 1.700], [-0.845, 1.089, 2.862], [0.934, -0.544, -1.549], [1.976, 0.136, -1.070], [-2.481, -1.314, -2.508], [-2.074, -0.136, -3.635], [-0.812, -1.351, -3.062], [-0.874, 1.093, -2.207], [-0.745, -1.307, -0.548], [-0.572, 1.744, 0.315], [0.738, 0.640, 0.648], [-2.189, 0.099, 1.453], [-0.861, -0.896, 1.953], [-1.106, 0.648, 3.831], [-1.659, 1.786, 2.729], [0.131, 1.604, 2.648], [0.820, -0.408, -2.724], [1.159, -1.635, -1.465], [-3.533, 0.005, -1.318], [-3.609, -1.178, -0.238], [-4.091, -0.662, -0.904], [1.809, -1.338, 2.427], [1.731, -0.514, 3.752], [1.647, -1.413, 3.429], [3.354, -1.926, 0.597], [2.574, -0.695, 0.184], [2.886, -1.201, 1.007], [1.334, 2.948, -0.931], [2.198, 1.518, -0.811], [2.217, 2.595, -0.847]], "forces_ev_per_a": [[-1.88, -0.38, 3.22], [-0.49, -1.48, -0.87], [1.52, -0.40, -1.61], [0.36, 1.90, 1.21], [-0.46, 0.43, -0.92], [-0.67, -0.06, -1.12], [-0.26, -0.22, -0.99], [1.27, -0.20, 0.79], [0.87, 0.29, -0.24], [-0.14, 0.69, -2.13], [0.46, 0.16, -0.61], [0.07, 0.15, 0.12], [-0.90, 0.56, 0.18], [0.05, -2.22, -0.34], [-0.25, -0.21, 0.20], [0.44, 0.05, 0.21], [0.52, -0.61, 0.10], [1.07, 0.02, -0.01], [0.08, 1.02, 0.06], [-0.78, -0.56, 1.10], [-0.11, 0.19, 1.85], [-0.40, -0.02, 0.00], [0.84, -0.07, 0.50], [0.21, 0.73, -0.56], [-1.07, -0.58, 0.32], [0.21, -0.13, 1.65], [0.02, 0.10, -0.07], [-0.13, -0.05, -1.42], [0.22, -0.41, 0.17], [-0.21, 0.48, 0.03], [-0.18, 0.17, -0.51], [-0.29, -0.33, 0.03], [-0.90, 1.61, -0.73], [0.93, -0.59, 0.37]]}



Record 6
{"formula": "C21H30F16N4O5P", "method": "ωB97M-V/def2-TZVPD", "homo_energy_ev": -11.10, "e_lumo_ev": -4.231, "charge": 1, "homo_lumo_gap_ev": 6.87, "multiplicity": 1, "species": ["C", "C", "C", "C", "C", "C", "C", "O", "N", "C", "N", "N", "C", "N", "C", "C", "P", "O", "O", "H", "H", "H", "H", "H", "H", "H", "H", "H", "H", "H", "H", "H", "H", "H", "H", "H", "H", "H", "H", "H", "H", "C", "C", "C", "F", "F", "F", "F", "O", "C", "C", "F", "F", "F", "F", "H", "H", "H", "H", "C", "C", "C", "F", "F", "F", "F", "O", "C", "C", "F", "F", "F", "F", "H", "H", "H", "H"], "xyz": [[3.699, -0.252, -0.806], [3.379, -0.890, -1.953], [2.254, -1.925, -2.004], [0.928, -1.235, -1.633], [0.591, -0.147, -2.660], [0.782, -0.524, -4.143], [-0.123, -1.646, -4.635], [0.253, -2.779, -4.710], [-0.789, 0.400, -2.410], [-1.704, -0.507, -2.032], [-2.939, -0.418, -2.595], [-1.540, -1.496, -1.083], [-1.515, -0.946, 0.334], [-2.344, 0.201, 0.594], [-1.647, 1.490, 0.597], [-0.237, -2.205, -1.355], [0.132, -3.460, 0.012], [1.217, -2.653, 0.950], [0.945, -4.715, -0.686], [3.846, -0.808, 0.122], [3.767, 0.835, -0.760], [3.921, -0.629, -2.868], [2.221, -2.455, -2.960], [2.513, -2.674, -1.242], [1.133, -0.711, -0.690], [1.287, 0.677, -2.476], [1.832, -0.706, -4.374], [0.509, 0.373, -4.727], [-1.170, -1.361, -4.886], [-1.117, 0.725, -3.318], [-3.339, -1.239, -3.022], [-3.481, 0.434, -2.602], [-1.878, -1.762, 0.969], [-0.502, -0.734, 0.693], [-3.221, 0.201, 0.050], [-1.719, 2.023, -0.365], [-2.048, 2.165, 1.360], [-0.576, 1.401, 0.805], [-0.403, -2.818, -2.253], [1.671, -3.275, 1.535], [0.737, -4.753, -1.633], [-8.615, -1.834, 1.986], [-8.818, -0.565, 2.835], [-8.968, 0.762, 2.086], [-7.872, 1.058, 1.353], [-9.135, 1.764, 2.976], [-7.825, -0.482, 3.748], [-9.971, -0.747, 3.531], [-7.282, -2.315, 1.822], [-6.474, -1.809, 0.836], [-5.259, -1.079, 1.415], [-5.619, -0.071, 2.214], [-4.515, -0.541, 0.392], [-7.170, -1.037, -0.019], [-6.017, -2.863, 0.119], [-9.109, -2.631, 2.540], [-9.143, -1.779, 1.034], [-9.842, 0.741, 1.429], [-4.629, -1.763, 1.986], [8.611, 3.515, 1.929], [8.563, 1.978, 1.840], [8.045, 1.370, 0.535], [6.770, 1.731, 0.281], [8.066, 0.019, 0.622], [7.868, 1.495, 2.893], [9.844, 1.541, 1.987], [7.539, 4.176, 2.592], [6.382, 4.487, 1.911], [5.166, 3.738, 2.466], [5.344, 2.404, 2.412], [4.070, 4.033, 1.725], [6.536, 4.298, 0.586], [6.169, 5.807, 2.089], [9.476, 3.737, 2.552], [8.830, 3.973, 0.964], [8.673, 1.663, -0.310], [4.984, 4.022, 3.504]], "forces_ev_per_a": [[-0.08, -0.26, -0.14], [-0.11, 0.17, -0.03], [1.59, -0.74, 0.63], [-0.08, 0.09, 0.32], [1.11, 0.44, 0.81], [-1.00, 0.75, -0.45], [0.57, 0.34, 0.43], [-0.18, -0.38, -0.15], [-0.31, -2.07, -1.56], [-0.93, 0.48, 0.58], [-0.12, 0.44, 0.21], [2.17, -0.26, -0.90], [-1.54, 0.10, 1.46], [1.36, 0.70, -0.93], [-0.06, 0.66, -0.37], [1.20, -0.06, -0.74], [-2.01, -0.97, 1.43], [0.47, -0.11, -0.98], [0.10, 1.17, -0.56], [-1.41, 0.28, 0.21], [1.64, -0.26, -0.25], [-1.11, 0.83, -0.22], [-0.14, 0.12, 0.06], [-0.43, 0.03, -0.08], [-0.01, -0.06, -0.15], [-0.11, -0.12, -0.02], [-0.13, -0.25, 0.26], [0.09, -0.12, 0.07], [0.09, -0.10, -0.07], [0.04, 0.84, 0.35], [-0.37, -0.24, 0.93], [0.34, 0.15, -0.57], [0.08, -0.17, -0.46], [0.01, 0.05, -0.53], [1.80, 0.41, 0.90], [0.01, -0.03, 0.16], [-0.09, -0.24, -0.07], [-0.18, -0.29, 0.05], [-0.07, -0.08, 0.25], [-0.08, 0.15, 0.11], [0.35, -0.29, 0.02], [-0.40, -0.57, -0.11], [0.59, -0.36, 0.27], [-0.36, 0.45, 0.05], [0.05, -0.15, 0.01], [0.00, -0.14, 0.09], [0.04, 0.15, -0.09], [-0.18, 0.09, -0.26], [0.26, 0.73, 0.11], [-0.94, -0.53, -0.06], [0.30, 0.10, 0.44], [-0.11, 0.04, -0.12], [-2.50, -1.25, -0.15], [0.29, 0.16, -0.08], [0.30, 0.10, 0.00], [0.10, 0.05, 0.13], [0.12, 0.25, -0.05], [0.02, -0.10, -0.02], [0.00, -0.12, -0.16], [0.48, 0.51, 0.05], [-0.32, 0.24, 0.64], [0.18, -0.40, -0.36], [-0.03, 0.08, 0.07], [0.07, 0.05, 0.15], [-0.10, -0.09, -0.13], [0.06, 0.04, -0.32], [-0.47, -0.64, -0.20], [0.97, 0.33, -0.14], [-0.34, -0.10, 0.26], [0.08, 0.02, -0.07], [0.09, 0.12, -0.06], [-0.30, -0.06, -0.01], [-0.26, -0.05, 0.09], [-0.06, -0.12, 0.10], [-0.20, -0.17, -0.12], [0.02, 0.10, 0.06], [0.07, 0.11, -0.02]]}